DFT (the ωB97M-V functional and the def2-TZVPD basis) results for C11H20Cl2OPd as an isolated structure.

Summary:
Lowest unoccupied orbital energy (spin up / spin down): 0.026 / -0.078 Eh
Calculated total energy: -42296.329 eV
F_max: 4.787 eV/A
Expectation value of S²: 6.02
Net charge: 0
Multiplicity: 5

Structure (XYZ):
```
35
Properties=species:S:1:pos:R:3:mulliken_spin:R:1
H -1.425 0.589 -0.447 0.080
H -0.453 -1.411 4.691 0.000
C 0.846 -1.316 2.955 -0.016
C 0.332 -0.762 -2.822 -0.127
H -1.092 0.841 4.419 0.001
C -0.058 0.759 2.503 -0.004
C -1.860 1.264 -2.515 0.033
H 3.042 1.222 0.293 0.000
H -1.035 -1.579 -4.338 -0.001
H 0.086 -2.011 2.529 -0.007
H -1.034 0.523 2.066 -0.001
H 0.247 1.740 2.137 0.007
C -2.084 -0.117 -3.130 0.046
C 2.993 0.323 -0.322 0.760
C -0.852 0.997 -1.291 0.097
H 3.724 0.141 -1.123 0.023
O 0.905 -0.201 2.077 0.036
H 0.500 -1.809 -2.508 0.046
H -0.538 0.162 -4.516 -0.004
Cl -0.123 2.559 -0.614 0.108
H -1.302 1.932 -3.206 0.001
H 1.803 -1.838 2.958 0.020
H 1.182 -0.826 5.027 0.000
H -2.422 -0.787 -2.345 0.001
Cl -0.485 -2.184 0.539 0.194
H -2.730 1.774 -2.045 -0.004
C -0.100 0.640 4.021 0.003
C 0.047 -0.013 -1.605 1.135
H 1.290 -0.423 -3.303 0.056
H -2.907 0.005 -3.796 0.007
Pd 1.290 -0.663 -0.205 1.499
C 0.368 -0.809 4.303 0.006
C -0.868 -0.626 -3.833 0.049
H 2.100 0.565 -1.030 -0.043
H 0.611 1.339 4.476 0.000
```

=====

DFT (the ωB97M-V functional and the def2-TZVPD basis) results for C27H25Cl5N3O3Sr as an isolated structure.

Summary:
Lowest unoccupied orbital energy: 0.089 Eh
Calculated total energy: -102470.835 eV
F_max: 2.512 eV/A
Net charge: -1
Energy above the lowest of the compared OMol25 structures with the same formula, charge and spin: 26.1 kcal per mole

Structure (XYZ):
```
64
Properties=species:S:1:pos:R:3:nbo_charge:R:1
C 0.938 -2.673 0.568 0.398
C 2.630 2.293 0.773 -0.406
C -1.385 2.281 1.952 -0.408
H -0.321 2.230 3.839 0.170
O 0.868 1.538 -2.060 -0.846
C -4.994 -2.746 -1.849 -0.326
H 4.106 -1.256 0.216 0.140
C -3.047 -0.619 0.513 0.180
N -2.130 0.240 0.726 -0.546
C 0.995 0.210 3.298 -0.406
H -0.635 -4.122 0.744 0.208
N 2.431 -0.086 0.112 -0.537
H -2.022 3.107 2.279 0.206
C 2.276 1.947 2.220 -0.218
C 3.119 -3.659 -0.009 -0.147
C 1.662 3.531 -3.081 -0.182
N 0.934 1.348 2.383 -0.482
H 1.340 0.509 4.301 0.151
C -0.092 2.335 2.767 -0.215
H 3.354 1.392 -1.025 0.233
H -2.320 -2.118 -3.874 0.205
H -5.955 -3.244 -1.848 0.199
Cl -2.456 5.315 -2.671 0.021
C 3.007 -1.218 0.193 0.158
H -1.737 0.307 2.783 0.193
C 0.654 2.719 -2.496 0.435
C -4.534 -2.082 -0.733 -0.142
C 1.222 -5.083 0.238 -0.194
C -3.296 -1.419 -0.697 -0.254
H 0.024 -0.267 3.396 0.205
Sr 0.047 0.073 -0.437 1.801
Cl -0.097 7.073 -3.790 0.011
Cl -1.927 2.333 -1.832 0.029
C 0.173 5.424 -3.333 -0.159
O -1.248 -0.973 -1.847 -0.856
Cl 3.220 2.799 -3.311 0.008
C -0.864 4.643 -2.821 -0.054
H 3.008 1.222 2.588 0.193
H 0.782 -6.075 0.213 0.197
C -0.634 3.333 -2.429 -0.178
H 1.723 2.625 0.253 0.209
H 4.175 -3.507 -0.220 0.192
H -4.528 -3.221 -3.903 0.196
H -1.149 2.498 0.906 0.213
H -5.151 -2.044 0.161 0.190
H 2.372 2.829 2.863 0.174
Cl 2.735 5.772 -4.138 0.018
H 0.333 3.333 2.646 0.193
C 2.333 -2.528 0.255 -0.261
H -3.201 1.135 2.313 0.180
C 0.423 -4.004 0.534 -0.258
C -4.182 -2.733 -2.997 -0.193
H -3.817 -0.755 1.285 0.136
C -2.954 -2.118 -2.995 -0.265
C -2.427 -1.477 -1.837 0.422
C -2.167 0.951 2.015 -0.248
H 4.267 0.927 0.413 0.159
H 1.670 -0.543 2.893 0.221
C 1.433 4.843 -3.470 -0.045
C 3.259 1.120 0.024 -0.245
C 2.596 -4.932 -0.030 -0.318
H 3.220 -5.788 -0.252 0.199
O 0.189 -1.668 0.880 -0.865
H 3.332 3.130 0.731 0.209
```

=====

DFT (the ωB97M-V functional and the def2-TZVPD basis) results for AgClZn as an isolated structure.

Summary:
Lowest unoccupied orbital energy: -0.488 Eh
Calculated total energy: -64918.572 eV
F_max: 2.156 eV/A
Net charge: +2
Energy above the lowest of the compared OMol25 structures with the same formula, charge and spin: 4.0 kcal per mole

Structure (XYZ):
```
3
Properties=species:S:1:pos:R:3:nbo_charge:R:1
Cl -0.457 -0.397 -0.232 -0.635
Zn -0.588 1.299 -1.803 1.640
Ag 1.045 -0.901 2.035 0.996
```